This record from the Open Molecules 2025 dataset describes 14 unconnected molecules or ions with the total composition C3H35NO13. The level of theory is the ωB97M-V functional and the def2-TZVPD basis.

Maximum force in eV/Å: 1.7
ΔE to the lowest compared entry with this formula, charge and spin in eV: 0.724
E in Ha: -1168.1503
Gap between HOMO and LUMO in eV: 9.00

Last column: natural (NBO) charge in e.
CARTESIAN COORDINATES (ANGSTROEM)
C: -0.060 2.873 -0.050  -0.63
C: -1.436 2.496 -0.570  -0.05
C: -1.761 2.848 -2.030  -0.64
N: -1.604 1.030 -0.491  -0.89
H: 0.727 2.559 -0.744  0.21
H: 0.136 3.946 0.048  0.21
H: 0.060 2.466 0.953  0.22
H: -2.184 3.045 0.002  0.17
H: -2.111 3.865 -2.222  0.21
H: -0.858 2.859 -2.664  0.20
H: -2.436 2.105 -2.440  0.22
H: -2.201 0.667 0.233  0.38
H: -0.725 0.541 -0.558  0.36
H: -3.334 -1.268 1.314  0.48
H: -4.606 -0.341 0.981  0.49
O: -4.291 -1.227 1.171  -0.99
H: -3.404 -1.589 -0.755  0.49
H: -2.461 -2.763 -0.816  0.46
O: -2.827 -2.067 -1.373  -0.96
H: 1.802 0.701 2.246  0.50
H: 1.521 0.071 3.645  0.47
O: 1.100 0.395 2.845  -0.98
H: 3.082 1.289 -1.900  0.49
H: 3.696 1.387 -0.496  0.48
O: 3.931 1.412 -1.432  -0.98
H: 2.390 -0.892 -2.634  0.48
H: 1.067 -0.271 -1.984  0.50
O: 1.899 -0.099 -2.438  -0.97
H: -2.282 -2.245 2.691  0.49
H: -2.459 -3.131 1.408  0.48
O: -1.913 -2.459 1.829  -0.95
H: 2.269 -3.098 -0.926  0.50
H: 3.416 -2.613 -1.776  0.46
O: 3.240 -3.000 -0.913  -0.96
H: 3.726 -0.067 1.697  0.50
H: 3.751 1.437 2.308  0.48
O: 3.505 0.902 1.548  -1.01
H: -3.915 2.364 1.012  0.47
H: -3.445 2.322 2.416  0.48
O: -3.572 1.736 1.660  -0.95
H: -0.392 -2.210 -1.296  0.50
H: 0.449 -1.963 -0.021  0.49
O: 0.448 -2.421 -0.871  -0.99
H: 1.235 -1.160 1.635  0.49
H: 1.017 -2.430 2.454  0.48
O: 1.496 -2.099 1.687  -0.98
H: 3.642 -1.817 2.182  0.48
H: 3.701 -1.861 0.605  0.52
O: 4.189 -1.633 1.414  -0.96
H: -0.889 0.544 -2.683  0.48
H: -1.607 -0.747 -3.016  0.49
O: -0.722 -0.385 -2.885  -0.97